Record 1
The following is a quantum chemistry calculation of a structure of composition CdH12O10P at a distorted geometry, from the OMol25 dataset.

Element x y z (Å)
Cd 19.7936 17.0253 2.1248
P 22.1298 17.9679 1.2087
O 21.4281 16.5443 0.9405
O 20.9910 18.6405 2.1798
O 22.1198 18.8370 -0.0415
O 23.5349 17.9730 1.7597
O 18.6865 17.9783 0.4070
H 17.8311 17.6021 0.1791
H 18.8967 18.6183 -0.2841
O 21.7464 19.2464 4.6769
H 22.3982 18.5406 4.6996
H 21.3149 19.1173 3.7907
O 19.8696 20.9403 2.4073
H 20.6224 21.4949 2.6263
H 20.2761 20.0258 2.3202
O 18.0578 17.5912 3.4389
H 18.4209 18.0718 4.1954
H 17.1082 17.5651 3.5841
O 18.7572 15.0968 1.6036
H 18.2301 14.3232 1.8226
H 19.3854 14.8082 0.9215
O 20.5917 16.0261 3.9678
H 20.2425 15.5971 4.7539
H 21.5519 16.0445 4.0776

Calculated values
* E_tot: -34526.2423 eV
* charge: -1
* energy relative to the best compared isomer or geometry (same formula, charge and spin): 0.0 kcal/mol
* LUMO level: 0.058 Ha
* frontier orbital gap: 4.2 eV
* E_HOMO: -2.615 eV

Record 2
The following is a quantum chemistry calculation of a structure of composition Cl2F3Li3 at a distorted geometry, from the OMol25 dataset.

Element x y z (Å)
Li -1.7400 1.0792 1.7175
Li 0.0897 0.4125 -0.1476
Li 1.7306 -1.9422 0.1824
Cl -0.2764 -0.4686 2.3655
Cl -0.0557 -1.6935 -1.9473
F 0.1407 1.7403 -1.9816
F 2.2344 -0.0575 0.2760
F -2.1233 0.9299 -0.4648

Calculated values
* E_tot: -33818.1886 eV
* <S²>: 0.76
* charge: -1
* multiplicity: 2
* LUMO level (spin up / spin down): 0.084 / -0.015 Ha
* frontier orbital gap (spin up / spin down): 8.2 / 5.0 eV
* E_HOMO (spin up / spin down): -5.922 / -5.429 eV

Record 3
The following is a quantum chemistry calculation of an isolated molecule of Cl2H2N2 at a distorted geometry, from the OMol25 dataset.

Element x y z (Å)
Cl -1.8841 0.6709 0.0578
N -0.5653 -0.4694 -0.4472
N 0.5606 -0.4474 0.4184
Cl 1.6790 0.8387 -0.0914
H -0.1636 -0.2855 -1.3118
H 0.3734 -0.3073 1.3742

Calculated values
* E_tot: -28054.4543 eV
* energy relative to the best compared isomer or geometry (same formula, charge and spin): 3.9 kcal/mol
* SMILES: ClNNCl
* LUMO level: 0.008 Ha
* frontier orbital gap: 9.8 eV
* E_HOMO: -9.640 eV

Record 4
The following is a quantum chemistry calculation of a structure of composition Cl2H2N2 at a distorted geometry, from the OMol25 dataset.

Element x y z (Å)
N 1.1607 -1.3023 0.0078
N -0.5669 1.7090 0.0367
Cl -0.3502 -1.7797 0.0486
Cl -1.7064 0.5866 -0.0069
H 1.5288 -1.0854 -0.9949
H -0.0660 1.8718 0.9087

Calculated values
* E_tot: -28051.6859 eV
* energy relative to the best compared isomer or geometry (same formula, charge and spin): 67.7 kcal/mol
* LUMO level (spin up / spin down): -0.033 / -0.033 Ha
* frontier orbital gap (spin up / spin down): 8.6 / 8.8 eV
* E_HOMO (spin up / spin down): -9.510 / -9.663 eV

Record 5
The following is a quantum chemistry calculation of a cluster of 2 separate species, Cl2H2NP in total at a distorted geometry, from the OMol25 dataset.

Element x y z (Å)
H 2.4412 -1.6079 -0.1337
N 2.1690 -0.5980 0.1231
P 0.7081 -0.1358 0.3283
Cl 0.9603 1.8709 -0.0772
Cl -3.0906 -0.3905 0.1655
H -3.1879 0.8614 -0.4060

Calculated values
* E_tot: -35856.0927 eV
* energy relative to the best compared isomer or geometry (same formula, charge and spin): 36.5 kcal/mol
* SMILES: [H]/N=P/Cl.Cl
* LUMO level: -0.019 Ha
* frontier orbital gap: 9.3 eV
* E_HOMO: -9.873 eV

Record 6
The following is a quantum chemistry calculation of a structure of composition Cl2H2O2P2 at a distorted geometry, from the OMol25 dataset.

Element x y z (Å)
O -0.8685 1.1536 1.3840
O -0.1650 0.1272 -1.0718
P 1.0203 -0.2740 -0.2932
P -1.6871 1.3792 0.1753
Cl -2.7714 -0.3573 0.0432
Cl 0.9025 -2.1401 0.3459
H 1.6081 0.5984 0.6379
H 1.9611 -0.4870 -1.2213

Calculated values
* E_tot: -47747.8540 eV
* <S²>: 2.01
* energy relative to the best compared isomer or geometry (same formula, charge and spin): 3.6 kcal/mol
* multiplicity: 3
* LUMO level (spin up / spin down): 0.018 / -0.126 Ha
* frontier orbital gap (spin up / spin down): 6.9 / 7.6 eV
* E_HOMO (spin up / spin down): -6.446 / -11.035 eV